One molecule with the formula C26H31N5O4S, computed with the ωB97M-V functional and the def2-TZVPD basis.

Values from the calculation:
Relative energy (zero: lowest compared OMol25 entry of this formula, charge and spin), kJ/mol: 0.0
LUMO energy, eV: 0.34
HOMO level, eV: -7.78
HOMO-LUMO gap, Eh: 0.299
SMILES: COCCNC(=O)CSc1nc2ccccc2c(=O)n1CCC(=O)N1CCN(c2ccccc2)CC1
E_tot, eV: -53942.8002

The geometry in XYZ format:
```
67
Properties=species:S:1:pos:R:3:forces:R:3:mulliken_charge:R:1
H 1.301250 3.676518 -1.795481 0.0 -0.1 -0.1 0.52
H 0.513930 -1.436985 0.620042 0.1 -0.1 -0.1 0.12
H 2.489104 -7.321683 -3.654954 0.0 -0.1 0.0 0.39
H -5.203539 -0.260301 -0.097961 -0.1 -0.1 0.0 0.43
H 2.948315 1.669356 -1.554069 0.0 0.0 0.0 0.50
H 1.700239 -6.791683 -1.371940 0.0 0.0 0.1 0.36
C 2.144696 -0.811690 -2.219376 0.0 0.0 -0.5 -0.74
C 0.957612 -1.723173 -0.334074 -0.4 -0.2 0.2 -0.28
C -2.217682 0.019731 3.910678 0.0 -0.1 0.0 -0.66
C 1.051000 -1.366588 -3.154343 0.3 0.3 -0.1 -0.87
O 0.944740 0.723491 0.821141 -0.1 0.2 0.3 -0.37
H 0.633455 5.928741 2.510086 0.0 -0.1 0.0 0.44
N 0.842475 2.731716 3.176206 0.0 -0.4 -0.1 0.19
H -5.385470 1.183735 1.887248 -0.1 0.0 0.1 0.44
H 2.569003 0.088182 -2.657196 0.0 0.0 0.0 0.46
H 1.381902 -3.411016 -4.923787 0.0 0.1 -0.1 0.41
C 1.014619 1.732516 4.203050 -0.2 -0.3 0.2 -1.09
H 0.304346 -0.253217 4.673805 0.0 0.1 -0.1 0.51
H -3.609125 2.841757 2.393323 0.0 0.1 0.1 0.49
C 1.640547 -6.047959 -2.153717 0.1 -0.1 -0.1 -0.81
H 1.724590 -2.487576 -0.166700 0.0 0.0 0.0 0.39
H 0.804279 -4.610908 -0.843805 0.0 0.1 0.1 0.23
O 0.662486 4.480469 4.593120 -0.1 0.2 0.4 -0.70
H -2.069801 -0.872931 4.533221 0.0 0.0 0.0 0.35
C -4.529430 1.281263 1.235761 0.0 0.1 0.1 -0.40
S 0.813420 4.453182 0.675182 0.3 0.3 -0.1 -0.13
H -3.242802 -0.053814 -1.605039 0.0 -0.1 -0.1 0.53
H 0.817197 2.162181 -2.614894 0.0 0.2 0.2 0.58
C -2.343103 1.505383 -0.455736 -0.3 0.1 0.4 0.60
C 0.056998 0.566977 3.980641 0.2 0.0 0.0 0.23
N 1.590771 -0.549284 -0.909945 0.0 -0.2 0.1 0.12
H 2.937912 -1.563963 -2.113023 0.0 0.1 -0.1 0.34
C -0.110221 -2.245823 -1.304761 0.1 0.0 0.3 -1.23
C 2.083560 -6.347693 -3.428634 0.0 -0.2 0.0 -0.47
H -2.177163 -0.278834 2.854269 0.0 0.0 0.0 0.19
H -0.848646 -1.453890 -1.466990 0.0 -0.1 0.1 0.35
C 1.127687 -4.799185 -1.855557 -0.1 0.2 0.1 -0.39
C -1.175536 1.618139 -1.311809 0.0 0.0 -0.1 0.49
H 0.813573 2.214263 5.162519 0.1 -0.1 -0.1 0.47
H 2.471246 2.488779 -0.064096 0.0 -0.2 -0.1 0.53
H 1.489077 -1.565967 -4.129521 0.0 0.0 0.0 0.41
O -1.265355 1.004690 4.198898 0.2 0.3 0.1 -0.32
C -3.554647 2.207625 1.523395 -0.1 -0.1 -0.1 -0.56
H 0.168562 0.199058 2.950282 0.0 0.0 0.1 -0.28
H 0.726257 2.363109 2.240682 0.0 0.2 0.0 0.02
C 1.009396 2.634270 -1.647638 0.4 -0.1 -0.2 -1.29
N 0.464140 -2.561367 -2.591778 -0.3 0.1 -0.1 0.10
H -3.192306 0.452627 4.125014 -0.1 -0.1 0.0 0.21
N -0.247945 2.589163 -0.924457 -0.3 0.0 -0.2 0.06
C 1.471021 -4.131391 -4.125277 0.1 0.1 0.0 -0.22
C 0.225959 4.937401 2.313523 -0.1 -0.1 -0.1 -0.56
C 1.989334 -5.377010 -4.412112 0.0 0.0 0.0 -0.69
N -1.474885 3.237564 0.973962 0.3 0.3 0.1 -0.16
C 0.601117 4.014703 3.473921 0.1 0.2 -0.5 0.76
C 1.035299 -3.804853 -2.834880 0.0 -0.3 -0.1 0.96
C -3.342944 0.568120 -0.727771 0.0 0.0 -0.1 -0.62
H -0.623227 -3.112540 -0.890427 0.0 0.0 0.0 0.56
H 2.043310 1.355231 4.188730 -0.1 0.0 0.1 0.32
H 0.261858 -0.617640 -3.261528 0.2 -0.1 -0.1 0.24
C -2.446997 2.329534 0.677851 -0.1 -0.5 -0.5 0.02
H 2.315282 -5.594748 -5.418963 0.0 0.0 -0.1 0.37
C -0.444116 3.313399 0.215514 -0.5 0.4 0.6 0.05
O -0.970428 0.935760 -2.301578 -0.1 -0.1 -0.1 -0.72
C 1.511598 0.622872 -0.263963 0.5 0.2 -0.1 0.57
H -0.862541 4.989826 2.254188 0.1 0.1 0.1 0.28
C 2.112434 1.871866 -0.889759 -0.1 -0.1 0.1 -1.21
C -4.427683 0.460517 0.111287 0.0 -0.1 -0.1 -0.81
```
Forces are in eV/Å.


C2H3F2O2Si as an isolated structure in a non-equilibrium geometry, computed with the ωB97M-V functional and the def2-TZVPD basis.

Values from the calculation:
Relative energy (zero: lowest compared OMol25 entry of this formula, charge and spin), kJ/mol: 494.5
LUMO energy, eV: 4.05
Charge: -1
HOMO level, eV: -4.24
HOMO-LUMO gap, Eh: 0.304
E_tot, eV: -19530.5166

The geometry in XYZ format:
```
10
Properties=species:S:1:pos:R:3:forces:R:3:mulliken_charge:R:1
O 1.513130 1.455407 0.132254 -0.6 0.5 0.1 -0.41
F 2.386421 -1.433705 1.099211 -0.2 1.2 -2.2 -0.38
H 0.132394 -0.656790 1.209808 -0.9 0.3 0.5 -0.18
H -0.231797 -0.421228 -1.123266 -0.9 -0.5 -1.2 -0.23
F 2.779822 -1.255454 -1.202673 -0.9 -0.3 0.7 -0.30
Si 0.197784 0.268666 0.057500 2.6 -2.4 -0.1 0.62
H -0.716636 1.287492 0.077868 -2.2 2.1 0.6 -0.37
O 3.702723 1.240063 -0.124679 -0.4 -1.0 -0.1 -0.66
C 2.599284 0.728935 -0.055916 1.3 1.6 0.8 0.39
C 2.031613 -0.655242 -0.178535 2.2 -1.5 1.1 0.51
```
Forces are in eV/Å.


C43H33N6NaO5 as an isolated structure, computed with the ωB97M-V functional and the def2-TZVPD basis.

Values from the calculation:
Relative energy (zero: lowest compared OMol25 entry of this formula, charge and spin), kJ/mol: 46.4
LUMO energy, eV: 3.88
Charge: -2
HOMO level, eV: -1.51
HOMO-LUMO gap, Eh: 0.198
E_tot, eV: -68724.4009

The geometry in XYZ format:
```
88
Properties=species:S:1:pos:R:3:forces:R:3:mulliken_charge:R:1
C -1.905000 -3.065163 -1.849537 0.0 0.0 0.0 0.08
C 2.999227 2.426777 1.754419 0.1 0.0 0.0 -0.45
C -1.180160 -4.499063 -4.155666 0.0 0.0 0.0 -0.73
C 3.631616 -3.801805 -1.203586 0.0 0.0 -0.1 -0.64
C -1.895594 -5.129476 -3.144538 0.0 0.0 0.0 -0.70
H 2.953522 -7.117431 -1.154931 0.0 0.0 0.0 0.37
H 5.577994 0.470682 2.747384 0.0 0.0 0.0 0.34
H 0.107179 4.687013 -2.298531 0.0 0.0 0.0 0.40
C 1.361641 -1.958340 2.735176 0.0 0.0 0.0 -0.99
H 3.735688 -1.150661 3.005616 0.0 0.0 0.0 0.34
C 4.305879 2.058337 2.069148 0.0 0.0 0.0 -0.76
O 1.152691 -0.580950 2.485581 0.0 0.0 0.0 -0.01
H -1.465726 3.698357 -3.987267 0.0 0.0 0.0 0.37
H -2.777825 -4.894227 -1.199504 0.0 0.0 0.0 0.31
H -5.415503 -0.534287 2.912580 0.0 0.0 0.0 0.38
C 2.348914 -3.307680 -0.983238 0.0 0.0 0.1 0.47
Na -0.817259 -0.453534 -0.384545 -0.4 0.2 0.0 1.44
C -3.375555 -0.015186 3.362185 0.0 0.0 0.0 -0.85
H -4.741995 -2.242316 1.207202 0.0 0.0 0.0 0.50
H -2.511428 8.278255 2.798774 0.0 0.0 0.0 0.36
N -2.302204 -2.334542 -0.715549 0.1 -0.2 -0.1 -0.52
H -2.173061 -6.175160 -3.232478 0.0 0.0 0.0 0.34
C -2.149023 -2.871528 0.479156 -0.1 0.0 -0.1 0.71
H 2.055637 -2.390052 2.008447 0.0 0.0 0.0 0.38
H 3.839587 -0.776713 -0.342281 0.0 0.0 0.0 0.48
C -0.734091 3.078830 -3.480120 0.0 0.0 0.0 -0.47
N 1.128416 1.487277 -2.175020 0.0 0.1 -0.1 -0.20
C 1.049539 2.795850 -1.937088 0.0 0.0 0.0 -0.27
C 1.286809 -4.190285 -0.806027 0.1 0.0 0.0 0.41
N 0.623405 1.796366 1.468254 0.3 0.1 0.1 0.93
H -0.882945 -5.045530 -5.045028 0.0 0.0 0.0 0.34
C -2.056541 -0.299203 3.055506 0.0 0.0 0.0 -0.21
C -0.835114 -3.162795 -4.018261 0.0 0.0 0.0 -0.32
H 0.386417 -2.425509 2.624725 0.0 0.0 0.0 0.17
C 0.255588 -0.571368 -3.159629 -0.1 0.1 0.0 0.23
H -3.817304 7.021260 1.107555 0.0 0.0 0.0 0.35
H 4.460407 -3.117782 -1.333677 0.0 0.0 0.0 0.39
H -3.614805 0.769102 4.068676 0.0 0.0 0.0 0.41
O -1.480621 1.516820 -0.128701 -0.4 0.5 0.0 -0.43
C -0.607952 5.470965 2.579592 0.0 0.0 0.0 -0.58
C -0.939572 3.416641 1.191262 0.2 0.0 0.1 0.19
H 3.720925 -1.167848 -2.079703 0.0 0.0 0.0 0.47
H 0.297222 -3.809288 -0.594971 -0.1 0.0 0.0 0.53
N -0.920377 -1.045430 -2.792928 0.1 -0.2 0.0 -0.32
C 1.957812 1.526335 1.885504 -0.3 -0.1 -0.1 0.18
C 2.083209 -1.837272 -0.854583 0.0 0.0 -0.1 0.45
H 5.113247 2.770059 1.945827 0.0 0.0 0.0 0.36
H -3.446910 2.826099 -1.052888 0.0 0.0 0.0 0.53
C -1.337868 4.727207 1.618905 0.0 0.0 0.0 0.75
C -1.736942 2.670856 0.259262 0.1 0.0 -0.1 -0.64
H 1.740135 3.186159 -1.194259 0.0 0.0 0.0 0.48
O 1.018861 -1.467387 -0.401012 0.6 -0.3 0.0 0.23
C 3.161671 -0.853737 -1.200783 0.1 0.0 0.1 -1.28
H 4.851892 -5.552295 -1.429349 0.0 0.0 0.0 0.38
C 0.142719 3.636229 -2.556230 0.0 0.0 0.0 -0.62
C 0.256711 0.948896 -3.025981 0.0 0.0 0.1 0.29
C -4.369443 -0.738044 2.711260 0.0 0.0 0.0 -0.41
C -2.246550 -4.411266 -2.010155 0.0 0.0 0.0 -0.15
H 1.753604 -2.117826 3.746679 0.0 0.0 0.0 0.36
O -1.619247 -3.939733 0.858321 -0.1 -0.1 0.0 -0.82
C -2.897197 3.374332 -0.296654 0.0 -0.1 0.1 -0.79
C -2.187954 7.298848 2.467371 0.0 0.0 0.0 -0.57
C -3.262630 4.605043 0.105469 0.1 0.0 0.0 -1.16
C -2.911337 6.597789 1.531056 0.0 0.0 0.0 -0.70
C 2.224624 0.222704 2.349063 0.0 -0.1 0.0 0.45
N -1.696877 -1.240401 2.183924 -0.1 0.1 0.0 0.13
H -4.137000 5.087150 -0.323452 0.0 0.0 0.0 0.27
C -1.020681 6.715500 2.987364 0.0 0.0 0.0 -0.56
C 4.563851 0.774442 2.514151 0.0 0.0 0.0 -0.55
H -0.435189 7.251624 3.726772 0.0 0.0 0.0 0.37
C -2.508537 5.326333 1.094440 -0.1 0.0 -0.1 0.96
C 1.505896 -5.556337 -0.876385 0.0 0.0 0.0 -1.03
H 2.693869 0.110814 -1.385864 0.0 0.0 0.0 -0.17
C 3.528136 -0.148140 2.658473 0.0 0.1 0.0 -0.79
O 1.312853 -1.137222 -3.513872 0.0 0.0 0.0 -0.79
N 0.282760 2.988080 1.682722 -0.2 0.0 -0.1 -0.70
H -0.256355 -2.664560 -4.785520 0.0 0.0 0.0 0.32
H 0.666486 -6.227252 -0.745767 0.0 0.0 0.0 0.45
C 3.851390 -5.171236 -1.259712 0.0 0.0 0.0 -0.80
H 0.290104 5.030918 2.989685 0.0 0.0 0.0 0.43
C -0.684688 1.719126 -3.711281 0.0 0.0 0.1 -0.77
C -2.652010 -1.913327 1.543727 0.1 0.0 0.0 0.04
H 2.766082 3.415195 1.378663 0.0 0.0 0.0 0.43
H -1.384974 1.221835 -4.368500 0.0 0.0 0.0 0.40
C -1.186443 -2.417669 -2.887192 0.0 0.0 0.0 0.73
C -4.008014 -1.690341 1.778930 0.0 0.0 0.0 -0.81
H -1.242899 0.260447 3.506505 0.0 0.0 0.0 0.36
C 2.785215 -6.047360 -1.103101 0.0 0.0 0.0 -0.50
```
Forces are in eV/Å.


An isolated ion of composition C6H8N and charge +1 in a non-equilibrium geometry, computed with the ωB97M-V functional and the def2-TZVPD basis.

Values from the calculation:
Relative energy (zero: lowest compared OMol25 entry of this formula, charge and spin), kJ/mol: 654.7
LUMO energy (alpha / beta), eV: -4.67 / -4.67
Charge: +1
HOMO level (alpha / beta), eV: -12.75 / -12.75
HOMO-LUMO gap (alpha / beta), Eh: 0.297 / 0.297
E_tot, eV: -7828.9031

The geometry in XYZ format:
```
15
Properties=species:S:1:pos:R:3:forces:R:3:mulliken_charge:R:1
C -0.040762 -0.905685 0.549211 3.1 0.8 -0.4 -0.02
C -0.338304 1.444017 -0.033262 1.7 -1.0 -0.8 -0.27
H 1.973565 0.048608 0.798821 1.9 -0.4 2.2 0.41
N -0.900100 -1.048629 -0.688790 1.4 -3.3 -2.3 -0.16
C -0.860375 0.284074 0.896675 -0.7 0.9 4.4 0.03
H -0.542224 -1.482500 -1.661780 -0.3 1.9 2.4 0.37
H -1.585468 -1.804331 -0.473253 -0.3 1.4 0.1 0.38
H 0.003476 -1.731072 1.239862 0.1 -0.4 -0.1 0.46
H 1.820253 -0.715391 -0.804495 0.9 -1.3 -0.2 0.39
H -0.750123 2.427445 -0.111881 -0.1 0.3 0.3 0.44
C 0.922102 1.055876 -0.416210 -2.8 0.1 1.2 -0.39
C 1.358071 -0.269316 0.039502 -3.4 0.0 -1.6 -0.92
H -1.120091 0.582888 2.007943 0.1 -0.4 -2.7 0.43
H 1.446848 1.765580 -0.926619 2.2 1.4 -1.4 0.56
C -1.386868 0.348435 -0.415731 -3.8 0.0 -1.0 -0.73
```
Forces are in eV/Å.


A 5-piece molecular cluster, C5H20N10O5 overall in a non-equilibrium geometry, computed with the ωB97M-V functional and the def2-TZVPD basis.

Values from the calculation:
Relative energy (zero: lowest compared OMol25 entry of this formula, charge and spin), kJ/mol: 524.3
LUMO energy, eV: -0.07
HOMO level, eV: -9.72
HOMO-LUMO gap, Eh: 0.355
SMILES: NC(N)=O.NC(N)=O.NC(N)=O.NC(N)=O.NC(N)=O
E_tot, eV: -30648.2262

The geometry in XYZ format:
```
40
Properties=species:S:1:pos:R:3:forces:R:3:mulliken_charge:R:1
H -4.650018 5.585945 3.153304 0.0 0.2 -0.1 0.22
N 0.832058 -5.698448 -3.414465 7.7 0.5 -0.3 -0.38
C 3.919516 -1.650601 2.871399 -1.8 3.1 1.7 0.72
O 3.234279 1.825713 -3.930116 0.6 -0.9 -0.5 -0.67
H -0.743492 -4.251272 -2.566735 0.2 -0.3 -0.2 0.13
H 0.814739 2.509664 -2.045720 0.2 -0.2 -0.3 0.15
C 2.093685 1.730655 -3.507288 4.7 4.5 2.5 0.59
N 3.671628 -2.627424 3.670920 0.3 -3.9 3.7 -0.42
H -3.655884 -0.228221 1.010850 -1.3 0.8 0.7 0.24
H -1.517100 0.984095 2.963786 1.7 0.0 0.6 0.13
H -2.121766 -5.087607 -2.880636 0.2 -0.8 -0.4 0.21
O -0.788331 -7.047841 -4.030339 0.0 0.3 0.7 -0.68
H 3.765918 -2.439460 4.658785 0.0 -0.6 -0.2 0.22
H -3.251807 0.896585 2.461239 -1.2 -0.6 -0.5 0.18
H 2.393974 3.103283 -2.006164 0.1 -0.4 -0.4 0.21
N 1.106628 1.214955 -4.078933 -5.0 -4.2 -3.7 -0.35
N -3.995127 5.819085 2.420604 -5.8 1.3 0.9 -0.43
H 3.553726 -1.192656 1.041068 -0.5 -0.7 -0.5 0.23
H -0.062587 0.220032 2.119107 -0.1 0.7 0.6 0.21
N 1.752033 2.439572 -2.415424 -0.5 1.3 2.7 -0.39
H 2.965028 -2.824163 1.634738 0.0 0.7 -1.1 0.18
C -0.378675 -6.022477 -3.468836 -4.5 -3.4 -2.4 0.65
O -2.263866 5.157096 3.587260 4.0 -1.8 9.4 -0.53
H 1.361033 -6.205318 -4.109713 0.6 0.2 0.4 0.24
N 3.492292 -1.964471 1.689635 0.2 0.1 -4.4 -0.44
N -1.038780 0.434918 2.263995 2.2 1.3 2.4 -0.37
H 1.146941 -4.786608 -3.115290 0.0 -0.4 -0.3 0.19
H -4.389037 5.857067 1.491360 0.1 0.1 0.4 0.17
H 3.495684 -3.526369 3.245422 0.2 -0.1 1.1 0.16
H 1.345766 0.547835 -4.798568 -0.3 0.1 -0.1 0.25
H -1.213377 5.604124 1.407344 -0.1 -0.4 -0.2 0.21
H -2.764933 5.382179 0.643073 0.7 0.3 0.0 0.15
O -1.428321 -0.491470 0.306374 -1.0 0.2 0.0 -0.73
N -3.094093 0.314993 1.650704 -2.1 -0.1 -1.1 -0.43
O 4.103005 -0.526296 3.291681 1.6 1.4 -0.2 -0.66
C -1.846134 0.087626 1.322695 1.8 -2.2 -2.8 0.75
H 0.229543 1.083289 -3.595747 0.2 -0.1 -0.2 0.21
N -2.189870 5.354603 1.472915 3.6 -0.2 -5.5 -0.39
C -2.759227 5.474608 2.626750 -2.6 0.4 -5.0 0.60
N -1.125050 -5.057223 -3.041031 -4.3 3.9 2.5 -0.36
```
Forces are in eV/Å.